## w
Density functional theory data (wB97M-V/def2-TZVPD) for one molecule with the formula C2H2Cl2O2.

Bonds (Å) are listed after each position.
Geometry (Å):
1 O -0.5479 -1.6298 0.8485  C2 1.226
2 C -1.1213 -0.6664 0.3524  O1 1.226, Cl3 1.706, O4 1.358
3 Cl -2.8042 -0.3879 0.3239  C2 1.706
4 O -0.5960 0.4127 -0.2826  C2 1.358, C5 1.518
5 C 0.9064 0.5412 -0.4587  O4 1.518, Cl6 1.775, H7 1.214, H8 1.071
6 Cl 1.7527 0.6912 1.0947  C5 1.775
7 H 1.4615 -0.4416 -0.9062  C5 1.214
8 H 0.9488 1.4806 -0.9720  C5 1.071

Properties
Structure (SMILES): O=C(Cl)OCCl
Multiplicity: 1
LUMO level, eV: 0.7
Orbital gap, eV: 11.84

## x
Density functional theory data (wB97M-V/def2-TZVPD) for a 2-piece molecular cluster, C2H2Cl2O2 overall.

Bonds (Å) are listed after each position.
Geometry (Å):
1 C 2.4586 -0.6176 -0.4240  O3 1.137
2 C -1.0453 -0.0822 0.1359  O4 1.370, Cl5 1.774, Cl6 1.867, H8 1.106
3 O 2.2701 0.3410 -1.0066  C1 1.137
4 O 0.2626 0.1561 0.4659  C2 1.370, H7 1.092
5 Cl -1.6409 1.4407 -0.5532  C2 1.774
6 Cl -1.1207 -1.3461 -1.2360  C2 1.867
7 H 0.3988 0.3587 1.5308  O4 1.092
8 H -1.5831 -0.2506 1.0873  C2 1.106

Properties
Multiplicity: 1
LUMO level, eV: 0.2
Orbital gap, eV: 11.14

## y
Density functional theory data (wB97M-V/def2-TZVPD) for one molecule with the formula C2H2Cl2O2.

Bonds (Å) are listed after each position.
Geometry (Å):
1 C 0.0618 -0.7134 0.3019  C2 1.435, O3 1.239, H7 1.017
2 C 0.1167 0.4276 -0.5661  C1 1.435, Cl5 1.737, Cl6 1.866, H8 1.088
3 O -0.5011 -0.7456 1.4054  C1 1.239, O4 1.296
4 O -1.1892 0.2731 1.8167  O3 1.296
5 Cl -0.4910 -0.0056 -2.1348  C2 1.737
6 Cl 1.8629 1.0525 -0.7677  C2 1.866
7 H 0.4294 -1.6412 0.1077  C1 1.017
8 H -0.2895 1.3527 -0.1630  C2 1.088

Properties
Multiplicity: 1
LUMO level (spin up / spin down), eV: -1.1 / -1.1
Orbital gap (spin up / spin down), eV: 8.88 / 8.88

The most stable of them is w.

## w
Density functional theory data (wB97M-V/def2-TZVPD) for a 3-piece molecular cluster, C3H12N2O2 overall.

Bonds (Å) are listed after each position.
Geometry (Å):
1 C -1.6549 0.2659 -0.1446  O4 1.447, H8 1.106, H9 1.095
2 C 0.0341 1.4582 -1.4206  N3 1.307, H10 1.088, H11 1.084
3 N 1.1743 1.6674 -0.8176  C2 1.307, H7 1.016
4 O -1.6344 -0.9592 -0.9141  C1 1.447, H5 0.964
5 H -2.5316 -1.2833 -1.0516  O4 0.964
6 H 1.3563 0.5130 0.1048  N13 1.147
7 H 1.2435 2.5939 -0.4063  N3 1.016
8 H -2.0478 0.0655 0.8695  C1 1.106
9 H -2.3576 0.9868 -0.5741  C1 1.095
10 H -0.6612 2.2617 -1.6542  C2 1.088
11 H -0.0896 0.5411 -1.9852  C2 1.084
12 C 1.1948 -1.6815 0.5363  N13 1.457, H17 1.090, H18 1.090, H19 1.093
13 N 0.9103 -0.2781 0.8056  H6 1.147, C12 1.457, O14 1.421, H16 1.176
14 O 1.1473 0.0928 2.1562  N13 1.421, H15 0.969
15 H 0.3507 -0.1683 2.6428  O14 0.969
16 H -0.1832 0.0072 0.4814  N13 1.176
17 H 1.0128 -1.8482 -0.5251  C12 1.090
18 H 2.2266 -1.9130 0.8001  C12 1.090
19 H 0.5097 -2.3218 1.0969  C12 1.093

Properties
Multiplicity: 1
LUMO level, eV: 0.8
Orbital gap, eV: 7.89

## x
Density functional theory data (wB97M-V/def2-TZVPD) for a 3-piece molecular cluster, C3H12N2O2 overall.

Bonds (Å) are listed after each position.
Geometry (Å):
1 C 2.2649 -0.3364 1.2109  C2 1.509, H6 1.095, H7 1.086, H8 1.082
2 C 0.8147 -0.1739 0.8255  C1 1.509, N3 1.435, C4 1.342
3 N 0.0822 -1.3321 0.3988  C2 1.435, H9 1.007, H10 1.010
4 C 0.2770 1.0472 0.6804  C2 1.342, N5 1.383, H11 1.088
5 N -1.0547 1.4176 0.6304  C4 1.383, H12 1.008, H13 0.998
6 H 2.9382 -0.4868 0.3602  C1 1.095
7 H 2.3086 -1.2205 1.8400  C1 1.086
8 H 2.6184 0.5173 1.7738  C1 1.082
9 H 0.4546 -1.7737 -0.4266  N3 1.007
10 H -0.0763 -2.0056 1.1348  N3 1.010
11 H 0.9462 1.8929 0.5331  C4 1.088
12 H -1.7217 0.7057 0.3764  N5 1.008
13 H -1.2850 2.3179 0.9946  N5 0.998
14 O -0.5086 0.9162 -3.0102  H15 0.966, H16 0.965
15 H 0.3913 1.1370 -3.2842  O14 0.966
16 H -0.8920 0.3490 -3.6901  O14 0.965
17 O -2.8839 -0.9427 -0.3006  H18 0.968, H19 0.963
18 H -2.0422 -1.2567 -0.6606  O17 0.968
19 H -2.6317 -0.7727 0.6134  O17 0.963

Properties
Structure (SMILES): C/C(N)=C/N.O.O
Multiplicity: 1
LUMO level, eV: 0.7
Orbital gap, eV: 8.21

The most stable of them is x.

## w
Density functional theory data (wB97M-V/def2-TZVPD) for a 2-piece molecular cluster, C3H12N2O2 overall.

Bonds (Å) are listed after each position.
Geometry (Å):
1 N 2.0008 1.4542 -1.6473  C2 1.491, H7 1.003, H8 1.011
2 C 1.4471 0.0814 -1.8236  N1 1.491, N3 1.417, H9 1.098, H10 1.099
3 N 1.5685 -0.6829 -0.6366  C2 1.417, C4 1.494, H11 1.006
4 C 0.4505 -1.6275 -0.3394  N3 1.494, C5 1.541, H12 1.087, H13 1.093
5 C -0.0915 -1.2947 1.0646  C4 1.541, O6 1.436, H14 1.094, H15 1.101
6 O -1.2083 -0.4071 0.9024  C5 1.436, H16 0.954
7 H 2.9720 1.4116 -1.4006  N1 1.003
8 H 1.4158 1.9371 -0.9788  N1 1.011
9 H 0.4026 0.2793 -2.0979  C2 1.098
10 H 1.8524 -0.3178 -2.7637  C2 1.099
11 H 2.3947 -1.2250 -0.4505  N3 1.006
12 H -0.3534 -1.5447 -1.0663  C4 1.087
13 H 0.8114 -2.6578 -0.2786  C4 1.093
14 H -0.3278 -2.0619 1.8084  C5 1.094
15 H 0.6556 -0.6953 1.6081  C5 1.101
16 H -1.8364 -0.4365 1.6201  O6 0.954
17 O -3.3463 2.0959 1.9312  H18 0.961, H19 0.946
18 H -3.9037 2.2739 2.6937  O17 0.961
19 H -3.6514 1.3214 1.4823  O17 0.946

Properties
Structure (SMILES): NCNCCO.O
Multiplicity: 1
LUMO level, eV: 0.7
Orbital gap, eV: 9.27

## x
Density functional theory data (wB97M-V/def2-TZVPD) for a 3-piece molecular cluster, C3H12N2O2 overall.

Bonds (Å) are listed after each position.
Geometry (Å):
1 C 0.1178 -3.2786 -1.4859  C2 1.577, H6 1.085, H7 1.083, H8 1.093
2 C -0.8434 -2.5188 -0.4923  C1 1.577, N3 1.468, H9 1.080, H10 1.090
3 N -1.0918 -1.0910 -0.7272  C2 1.468, C4 1.247
4 C -0.2800 -0.1442 -0.7306  N3 1.247, N5 1.397, H11 1.114
5 N -0.6242 1.2062 -0.8219  C4 1.397, H12 1.004, H13 1.010
6 H 0.5623 -2.5810 -2.1879  C1 1.085
7 H -0.4302 -4.1113 -1.9093  C1 1.083
8 H 0.8768 -3.6565 -0.7960  C1 1.093
9 H -0.5495 -2.6537 0.5379  C2 1.080
10 H -1.8445 -2.8966 -0.7016  C2 1.090
11 H 0.8285 -0.2504 -0.7371  C4 1.114
12 H -1.0254 1.7321 -0.0666  N5 1.004
13 H 0.1640 1.6813 -1.2374  N5 1.010
14 O 3.6085 2.6602 1.3127  H15 0.958, H16 0.960
15 H 4.4076 3.1887 1.3036  O14 0.958
16 H 3.4345 2.6172 2.2556  O14 0.960
17 O -1.7102 2.0637 1.9640  H18 0.946, H19 0.958
18 H -2.6344 2.1353 1.7773  O17 0.946
19 H -1.7223 1.4031 2.6574  O17 0.958

Properties
Structure (SMILES): CC/N=C/N.O.O
Multiplicity: 1
LUMO level, eV: 0.7
Orbital gap, eV: 9.15

## y
Density functional theory data (wB97M-V/def2-TZVPD) for a 2-piece molecular cluster, C3H12N2O2 overall.

Bonds (Å) are listed after each position.
Geometry (Å):
1 N -1.6033 2.5890 0.7271  C2 1.476, H7 1.017, H8 1.019
2 C -0.9316 1.4172 1.3213  N1 1.476, C3 1.512, H9 1.125, H10 1.121
3 C -0.4556 0.5192 0.2022  C2 1.512, N4 1.459, C5 1.533, H11 1.123
4 N 0.0762 -0.7391 0.7152  C3 1.459, H12 1.010, H13 1.006
5 C -1.5467 0.2485 -0.8401  C3 1.533, O6 1.461, H14 1.079, H15 1.080
6 O -1.2214 -0.6659 -1.9327  C5 1.461, H16 0.959
7 H -1.0455 3.4373 0.7926  N1 1.017
8 H -2.3805 2.8367 1.3373  N1 1.019
9 H -1.6967 1.0102 2.0386  C2 1.125
10 H -0.0593 1.7539 1.9393  C2 1.121
11 H 0.3917 1.0747 -0.2811  C3 1.123
12 H 0.0685 -1.4466 -0.0060  N4 1.010
13 H 0.9216 -0.7615 1.2594  N4 1.006
14 H -2.4117 -0.2490 -0.4305  C5 1.079
15 H -1.6176 1.2092 -1.3274  C5 1.080
16 H -1.2813 -0.2506 -2.7956  O6 0.959
17 O 4.8131 -3.0056 -0.1283  H18 0.963, H19 0.962
18 H 4.0483 -3.0513 0.4558  O17 0.963
19 H 4.9443 -2.0550 -0.1982  O17 0.962

Properties
Structure (SMILES): NC[C@@H](N)CO.O
Multiplicity: 1
LUMO level, eV: 0.6
Orbital gap, eV: 9.54

## z
Density functional theory data (wB97M-V/def2-TZVPD) for a 3-piece molecular cluster, C3H12N2O2 overall.

Bonds (Å) are listed after each position.
Geometry (Å):
1 C -1.3351 -1.9371 2.7620  C2 1.515, H6 1.161, H7 1.038, H8 1.125
2 C -0.6817 -0.6763 2.2327  C1 1.515, N3 1.507, H9 1.144, H10 1.109
3 N -0.1390 -0.9869 0.8610  C2 1.507, C4 1.271
4 C 0.7199 -0.2005 0.3518  N3 1.271, N5 1.409, H11 1.126
5 N 1.1284 1.0466 0.8646  C4 1.409, H12 1.099, H13 1.054
6 H -1.3938 -2.0663 3.9140  C1 1.161
7 H -2.3581 -2.0150 2.6015  C1 1.038
8 H -0.7901 -2.7655 2.2308  C1 1.125
9 H -1.3615 0.1832 2.5610  C2 1.144
10 H 0.3168 -0.6087 2.7095  C2 1.109
11 H 0.9574 -0.1724 -0.7486  C4 1.126
12 H 1.2167 1.1434 1.9553  N5 1.099
13 H 1.8697 1.4117 0.2096  N5 1.054
14 O 2.1315 3.7824 -5.2556  H15 0.948, H16 0.945
15 H 2.2125 4.5671 -4.7306  O14 0.948
16 H 1.5697 3.1367 -4.8552  O14 0.945
17 O -1.1054 -1.0199 -2.7652  H18 1.001, H19 1.037
18 H -0.9230 -1.4260 -1.8686  O17 1.001
19 H -2.0349 -1.3967 -3.0298  O17 1.037

Properties
Structure (SMILES): CC/N=C\N.O.O
Multiplicity: 1
LUMO level, eV: 0.6
Orbital gap, eV: 9.79

The most stable of them is y.